(1)
A molecular structure, CH5O3Sn, computed with ωB97M-V/def2-TZVPD.

As for the expectation value of S²: 0.756. As for the frontier orbital gap (spin up / spin down): 10.6 / 7.4 eV. The value obtained for the highest occupied orbital energy (spin up / spin down) is -21.38 / -21.36 eV. The charge is +2. The spin multiplicity is 2.

The geometry in XYZ format:
```
10
CH5O3Sn, DFT ωB97M-V/def2-TZVPD
O -1.23 1.48 0.55
Sn -0.38 0.97 -1.16
O -0.89 2.67 0.98
H -1.72 3.09 1.30
O 0.36 -0.43 -0.14
H -0.18 -0.19 0.89
C 0.90 -1.67 -0.55
H 1.03 -1.66 -1.63
H 1.87 -1.79 -0.05
H 0.24 -2.48 -0.20
```

Atomic partial charges in e from the Löwdin method, atoms 1 to 2:
1 O -0.27
2 Sn 1.66

---

(2)
2 unconnected molecules or ions with the total composition C31H26BF6NO, computed with ωB97M-V/def2-TZVPD.

As for the frontier orbital gap: 6.3 eV. The value obtained for the highest occupied orbital energy is -6.96 eV. The SMILES is Fc1cccc(F)c1B(c1c(F)cccc1F)c1c(F)cccc1F.C(=C\N1CCOCC1)/Cc1ccccc1. The charge is 0. The spin multiplicity is 1.

The geometry in XYZ format:
```
66
C31H26BF6NO, DFT ωB97M-V/def2-TZVPD
F 1.61 -2.46 2.09
C 0.58 -1.87 2.77
C 0.85 -1.52 4.09
C -0.08 -0.69 4.76
C -1.13 -0.12 4.03
C -1.35 -0.57 2.73
F -2.31 0.09 2.01
C -0.62 -1.59 2.08
B -1.05 -2.36 0.80
C -0.05 -3.09 -0.08
C 0.76 -2.70 -1.14
F 0.73 -1.37 -1.47
C 1.56 -3.59 -1.85
C 1.50 -4.96 -1.51
C 0.66 -5.38 -0.49
C -0.08 -4.46 0.20
F -0.88 -4.88 1.24
C -2.52 -2.36 0.39
C -2.94 -2.20 -0.94
F -1.99 -1.80 -1.85
C -4.24 -2.42 -1.38
C -5.19 -2.83 -0.44
C -4.85 -2.90 0.92
C -3.55 -2.65 1.31
F -3.27 -2.72 2.65
H 1.76 -1.85 4.59
H 0.08 -0.42 5.82
H -1.77 0.67 4.46
H 2.19 -3.22 -2.65
H 2.10 -5.68 -2.09
H 0.59 -6.45 -0.22
H -4.45 -2.27 -2.44
H -6.23 -3.00 -0.77
H -5.62 -3.13 1.67
C 1.09 2.44 -0.80
C 2.24 1.70 -0.90
N 3.44 2.29 -1.04
C 4.63 1.53 -1.37
C 5.84 2.43 -1.14
O 5.63 3.28 0.02
C 4.64 4.26 -0.28
C 3.55 3.72 -1.19
C -0.18 1.81 -0.44
C -1.54 2.25 -0.93
C -2.67 1.40 -0.76
C -3.94 1.98 -0.81
C -4.01 3.37 -1.09
C -2.87 4.16 -1.39
C -1.62 3.55 -1.39
H 1.17 3.49 -0.47
H 2.34 0.62 -0.65
H 4.64 1.18 -2.41
H 4.71 0.64 -0.73
H 6.75 1.87 -0.88
H 5.99 3.04 -2.06
H 5.09 5.14 -0.78
H 4.21 4.61 0.67
H 3.76 4.00 -2.24
H 2.61 4.16 -0.91
H -0.07 2.22 0.54
H -0.22 0.70 -0.59
H -2.55 0.33 -0.55
H -4.82 1.39 -0.52
H -4.99 3.87 -1.01
H -2.92 5.25 -1.53
H -0.69 4.08 -1.63
```

Atomic partial charges in e from the Löwdin method, atoms 1 to 2:
1 F 0.07
2 C -0.19

---

(3)
A single C3H7NO molecule, computed with ωB97M-V/def2-TZVPD.

As for the frontier orbital gap: 9.0 eV. The value obtained for the highest occupied orbital energy is -8.09 eV. The charge is 0. The spin multiplicity is 1.

The geometry in XYZ format:
```
12
C3H7NO, DFT ωB97M-V/def2-TZVPD
C 1.77 0.04 0.01
O 0.56 -0.72 0.02
C -0.75 0.10 0.36
C -1.57 -0.43 -0.66
N -0.54 1.00 1.20
H 1.78 0.73 -0.84
H 1.79 0.61 0.94
H 2.60 -0.67 -0.06
H 0.00 -0.78 -0.94
H -2.44 0.16 -0.94
H -1.79 -1.50 -0.55
H -1.41 1.46 1.46
```

Atomic partial charges in e from the Löwdin method, atoms 1 to 2:
1 C -0.05
2 O -0.15